Below is a molecular structure, C11H12BaN2P at a distorted geometry, with properties calculated with wB97M-V/def2-TZVPD.

Properties
* HOMO-LUMO gap (spin up / spin down): 3.1 / 3.0 eV
* LUMO level (spin up / spin down): 1.6 / 1.6 eV
* energy above the lowest of the compared OMol25 structures with the same formula, charge and spin: 18.88 kcal/mol
* HOMO (spin up / spin down): -1.5 / -1.5 eV

```
! RIJCOSX wB97M-V def2-TZVPD def2/J DEFGRID3
* xyz -1 1
C -1.856 -0.717 -2.539
C -2.142 -0.296 -3.850
C -2.611 1.051 -3.831
C -2.660 1.519 -2.484
C -2.214 0.510 -1.621
Ba 0.279 -1.311 0.405
P 2.559 -2.822 1.968
H -1.517 -1.701 -2.196
H -2.018 -0.902 -4.747
H -2.895 1.629 -4.708
H -2.156 0.540 -0.530
H -2.991 2.509 -2.174
H 3.212 -2.849 3.232
H 3.752 -3.035 1.201
H 2.203 -4.215 1.990
N 1.195 -1.150 4.574
C 1.079 -0.399 3.679
C 0.924 0.507 2.550
C 2.018 0.801 1.705
C 1.777 1.410 0.471
C 0.454 1.651 0.096
N -0.581 1.277 0.877
C -0.370 0.881 2.154
H 3.028 0.551 2.039
H 2.587 1.681 -0.206
H 0.188 2.113 -0.858
H -1.242 0.767 2.802
*
```

Below is a molecular structure, C8H29BrN2O6 at a distorted geometry, with properties calculated with wB97M-V/def2-TZVPD.

Properties
* HOMO-LUMO gap: 7.3 eV
* LUMO level: 0.3 eV
* HOMO: -7.0 eV

```
! RIJCOSX wB97M-V def2-TZVPD def2/J DEFGRID3
* xyz 0 1
N -0.217 0.026 -0.721
H -0.392 -0.731 -1.366
H -0.830 0.675 -1.193
H 0.700 0.448 -0.765
H -0.511 -0.111 0.235
Br -1.460 -1.434 -2.133
C -0.729 -0.098 3.258
C -0.472 -0.417 1.685
C 0.779 -1.059 1.300
O 1.885 -0.580 2.126
C 3.136 -1.138 1.933
N -1.561 -1.415 1.305
H 0.168 0.432 3.579
H -0.594 -0.945 3.930
H -1.681 0.376 3.497
H -0.605 0.511 1.128
H 0.935 -0.978 0.224
H 0.774 -2.109 1.595
H 3.221 -2.225 1.940
H 3.807 -0.766 2.707
H 3.473 -0.671 1.007
H -1.527 -2.373 1.622
H -2.358 -1.035 1.796
O -0.802 0.881 -2.372
H -1.117 -0.008 -2.210
H -0.952 1.022 -3.307
C -3.160 1.954 -1.322
C -2.294 1.023 -0.467
O -1.042 1.641 0.064
O -2.356 2.571 -2.304
H -3.717 2.722 -0.786
H -3.769 1.286 -1.932
H -1.949 0.315 -1.221
H -2.907 0.496 0.264
H -1.234 2.206 0.815
H -1.738 1.886 -2.570
C 2.247 -0.796 -1.685
C 2.490 0.232 -0.457
O 1.345 0.963 -0.155
O 0.979 -1.420 -1.606
H 3.005 -1.575 -1.775
H 2.316 -0.310 -2.658
H 3.270 0.909 -0.803
H 2.819 -0.236 0.471
H 1.537 1.886 -0.336
H 1.087 -2.031 -2.338
*
```

Below is a molecular structure, C7H14Cl2DyO at a distorted geometry, with properties calculated with wB97M-V/def2-TZVPD.

Properties
* HOMO-LUMO gap (spin up / spin down): 6.2 / 6.1 eV
* LUMO level (spin up / spin down): 3.4 / 3.0 eV
* energy above the lowest of the compared OMol25 structures with the same formula, charge and spin: 2.01 kcal/mol
* HOMO (spin up / spin down): -2.8 / -3.0 eV

```
! RIJCOSX wB97M-V def2-TZVPD def2/J DEFGRID3
* xyz -1 6
Dy -1.350 1.538 3.847
Cl -1.270 2.821 1.776
Cl 1.024 1.504 4.423
C 1.588 -1.066 0.751
H 1.972 -0.034 0.814
H 2.442 -1.735 0.543
C -0.910 -0.705 -0.146
C 0.514 -1.222 -0.288
H -1.602 -1.402 0.324
C 1.105 -0.719 -1.632
H 0.355 -2.329 -0.311
C 0.845 0.761 -1.849
H 2.181 -0.889 -1.647
H 0.623 -1.322 -2.407
C -0.656 0.988 -2.038
H 1.181 1.340 -0.973
H 1.388 1.109 -2.741
C -1.471 0.437 -0.838
H -0.872 2.050 -2.175
H -1.021 0.505 -2.955
H -1.599 1.299 -0.146
H -2.480 0.168 -1.196
O -1.671 -0.396 3.456
H 1.253 -1.347 1.754
H -1.567 -1.356 3.654
*
```

Below is a molecular structure, C11H25CaO9Sr at a distorted geometry, with properties calculated with wB97M-V/def2-TZVPD.

Properties
* HOMO-LUMO gap: 5.7 eV
* LUMO level: -5.0 eV
* HOMO: -10.7 eV

```
! RIJCOSX wB97M-V def2-TZVPD def2/J DEFGRID3
* xyz 1 1
Sr -1.166 -2.153 -3.332
Ca 2.092 -2.646 -1.715
C 1.287 -1.961 -5.105
O 1.992 -2.405 -6.000
O 0.101 -1.431 -5.323
O 1.629 -2.092 -3.799
O -0.418 0.425 -0.063
C -0.416 -0.239 -1.223
O 0.357 -1.237 -1.343
O -1.265 0.037 -2.091
H -1.129 1.083 -0.173
C -1.147 3.928 -2.514
C -1.028 3.225 -3.854
C 0.376 2.712 -4.124
O -1.971 2.160 -3.968
H -0.517 4.815 -2.475
H -0.804 3.259 -1.708
H -2.190 4.154 -2.297
H -1.284 3.914 -4.662
H 1.034 3.461 -4.562
H 0.336 1.832 -4.765
H 0.836 2.399 -3.174
H -1.789 1.543 -3.249
C -1.142 -0.089 4.971
C -1.354 -0.107 3.478
C -2.727 0.428 3.087
O -0.314 0.642 2.880
H -0.109 -0.333 5.232
H -1.814 -0.744 5.527
H -1.324 0.898 5.413
H -1.316 -1.167 3.166
H -2.806 1.469 3.405
H -3.551 -0.161 3.480
H -2.819 0.423 1.992
H -0.422 0.616 1.923
C 1.142 -2.813 2.841
C 1.855 -2.033 1.751
C 3.039 -1.313 2.343
O 2.307 -2.973 0.714
H 0.355 -3.493 2.493
H 0.712 -2.150 3.588
H 1.826 -3.488 3.375
H 1.147 -1.336 1.306
H 3.855 -1.962 2.649
H 2.652 -0.669 3.136
H 3.498 -0.574 1.670
H 2.398 -3.853 1.098
*
```

Below is a molecular structure, FeH10O9P at a distorted geometry, with properties calculated with wB97M-V/def2-TZVPD.

Properties
* HOMO-LUMO gap (spin up / spin down): 2.8 / 2.8 eV
* LUMO level (spin up / spin down): 1.5 / 1.4 eV
* energy above the lowest of the compared OMol25 structures with the same formula, charge and spin: 17.75 kcal/mol
* HOMO (spin up / spin down): -1.3 / -1.3 eV

```
! RIJCOSX wB97M-V def2-TZVPD def2/J DEFGRID3
* xyz -1 5
Fe 0.062 -0.317 -0.385
P 0.630 -1.518 1.821
O 1.444 -1.563 0.477
O 1.536 -0.886 2.956
O 0.395 -2.901 2.527
O -0.642 -0.725 1.351
O -0.963 -1.706 -1.462
H -1.210 -1.788 -2.383
H -0.977 -2.603 -1.128
O 1.368 -0.170 -2.126
H 1.921 -0.844 -2.522
H 1.312 0.516 -2.791
O -1.645 1.825 1.974
H -1.379 0.959 1.665
H -0.904 2.393 1.764
O -1.449 1.148 -0.992
H -1.318 2.060 -0.731
H -2.133 1.186 -1.660
O 1.080 1.401 0.356
H 2.031 1.472 0.280
H 0.841 2.061 1.008
*
```

Below is a molecular structure, C5H7NO at a distorted geometry, with properties calculated with wB97M-V/def2-TZVPD.

Properties
* HOMO-LUMO gap: 10.1 eV
* LUMO level: 1.0 eV
* energy above the lowest of the compared OMol25 structures with the same formula, charge and spin: 116.16 kcal/mol
* HOMO: -9.1 eV

```
! RIJCOSX wB97M-V def2-TZVPD def2/J DEFGRID3
* xyz 0 1
N 0.578 1.790 1.996
C 0.299 0.833 1.256
O -0.999 1.380 0.090
C -1.442 0.264 -0.525
C -0.148 -1.216 -0.448
C 1.109 -0.663 -1.016
C 0.807 -0.601 0.502
H -0.124 2.510 1.766
H -1.834 0.436 -1.552
H -2.115 -0.306 0.078
H -0.424 -2.310 -0.460
H 0.976 0.248 -1.599
H 1.920 -1.306 -1.372
H 1.399 -1.060 1.285
*
```

Below is a gas-phase ion, C6H15N5OP (charge +1), with properties calculated with wB97M-V/def2-TZVPD.

Properties
* HOMO-LUMO gap: 9.6 eV
* LUMO level: -3.4 eV
* HOMO: -13.0 eV

```
! RIJCOSX wB97M-V def2-TZVPD def2/J DEFGRID3
* xyz 1 1
C -3.533 -0.933 0.710
C -2.519 -0.228 -0.153
O -2.351 1.100 0.336
C -1.294 1.823 -0.234
C -0.241 2.109 0.824
N 0.729 1.023 1.005
C 1.211 0.456 2.093
N 2.078 -0.511 1.831
C 2.148 -0.544 0.505
N 2.886 -1.394 -0.229
P 2.929 -1.386 -1.939
N 1.666 -1.834 -2.700
N 1.331 0.377 -0.034
H -3.159 -1.051 1.724
H -4.462 -0.369 0.729
H -3.743 -1.921 0.306
H -1.563 -0.768 -0.136
H -2.852 -0.198 -1.194
H -0.897 1.283 -1.099
H -1.659 2.781 -0.604
H -0.757 2.202 1.776
H 0.300 3.036 0.639
H 0.898 0.764 3.078
H 3.424 -2.076 0.287
H 3.278 -0.052 -2.207
H 4.109 -2.100 -2.165
H 0.898 -2.185 -2.145
H 1.144 0.596 -1.001
*
```

Below is a molecular structure, C39H39AsGe2N3O2SZn at a distorted geometry, with properties calculated with wB97M-V/def2-TZVPD.

Properties
* HOMO-LUMO gap (spin up / spin down): 8.4 / 5.3 eV
* LUMO level (spin up / spin down): 0.3 / -2.9 eV
* energy above the lowest of the compared OMol25 structures with the same formula, charge and spin: 20.47 kcal/mol
* HOMO (spin up / spin down): -8.1 / -8.1 eV

```
! RIJCOSX wB97M-V def2-TZVPD def2/J DEFGRID3
* xyz 0 2
Zn 0.850 -1.524 0.412
S 5.181 -1.963 0.237
C 3.674 -1.599 -0.096
N 2.565 -1.300 -0.379
C 0.089 6.610 -0.562
C 1.274 6.118 -1.087
C 1.563 4.762 -1.015
C 0.672 3.878 -0.414
C -0.530 4.380 0.081
C -0.814 5.736 0.022
As 0.985 1.925 -0.354
C 2.763 1.876 -1.151
C 3.864 2.480 -0.550
C 5.123 2.373 -1.119
C 5.294 1.660 -2.297
C 4.202 1.063 -2.908
C 2.943 1.177 -2.339
C 1.401 1.719 1.552
C 2.512 1.005 2.000
C 2.718 0.794 3.358
C 1.814 1.290 4.285
C 0.702 1.995 3.849
C 0.495 2.203 2.495
H -0.134 7.668 -0.618
H 1.975 6.793 -1.562
H 2.490 4.397 -1.435
H -1.263 3.706 0.504
H -1.748 6.109 0.423
H 3.737 3.032 0.374
H 5.975 2.834 -0.636
H 6.278 1.567 -2.736
H 4.334 0.494 -3.819
H 2.095 0.689 -2.806
H 3.242 0.633 1.295
H 3.590 0.244 3.686
H 1.974 1.129 5.344
H -0.010 2.387 4.566
H -0.383 2.747 2.170
C 2.428 -5.874 1.480
N 1.470 -5.272 0.564
C 0.902 -5.990 -0.456
C 0.052 -5.451 -1.345
C -0.259 -4.029 -1.258
O -1.019 -3.427 -2.006
N 0.384 -3.367 -0.243
C 1.164 -3.936 0.676
O 1.591 -3.239 1.624
H 2.138 -6.901 1.694
H 2.435 -5.294 2.397
H 3.432 -5.859 1.053
H 1.173 -7.037 -0.483
H -0.408 -6.044 -2.119
C -1.601 -1.454 -4.032
Ge -2.088 -0.179 -2.617
C -1.234 1.544 -3.125
C -4.065 0.032 -2.667
Ge -1.485 -0.711 -0.222
C -2.234 0.754 0.897
C -2.315 0.643 2.285
C -2.942 1.620 3.043
C -3.496 2.733 2.426
C -3.416 2.864 1.047
C -2.787 1.883 0.294
C -2.381 -2.276 0.618
C -3.402 -2.946 -0.049
C -3.916 -4.133 0.452
C -3.412 -4.665 1.630
C -2.414 -3.992 2.321
C -1.904 -2.808 1.814
H -1.879 -1.021 -4.995
H -2.119 -2.397 -3.885
H -0.531 -1.651 -4.019
H -1.479 1.757 -4.167
H -0.151 1.466 -3.036
H -1.555 2.388 -2.515
H -4.345 0.365 -3.667
H -4.432 0.751 -1.937
H -4.547 -0.927 -2.479
H -1.895 -0.222 2.785
H -3.007 1.513 4.119
H -3.988 3.493 3.019
H -3.839 3.733 0.557
H -2.730 1.990 -0.782
H -3.775 -2.543 -0.983
H -4.697 -4.654 -0.087
H -3.791 -5.605 2.010
H -2.017 -4.402 3.242
H -1.103 -2.311 2.355
*
```

Below is 2 unconnected molecules or ions with the total composition C6H10N3O at a distorted geometry, with properties calculated with wB97M-V/def2-TZVPD.

Properties
* HOMO-LUMO gap: 7.3 eV
* LUMO level: -4.7 eV
* energy above the lowest of the compared OMol25 structures with the same formula, charge and spin: 138.24 kcal/mol
* HOMO: -12.0 eV

```
! RIJCOSX wB97M-V def2-TZVPD def2/J DEFGRID3
* xyz 1 1
C -2.726 1.237 -1.923
C -1.530 0.565 -1.848
C -1.852 1.919 -0.118
C -1.132 -1.341 1.971
C 2.470 -0.325 -0.124
C 0.289 0.855 -0.138
N -2.902 2.059 -0.848
N -0.918 1.039 -0.681
N 1.160 -0.031 -0.576
O -1.610 -1.766 3.066
H -3.507 1.237 -2.657
H -0.972 -0.183 -2.377
H -1.734 2.373 0.781
H -1.898 -1.348 1.166
H 2.558 0.169 0.785
H 2.577 -1.306 0.029
H 3.309 -0.216 -0.908
H 0.523 1.469 0.621
H -1.084 -1.832 3.850
H 1.022 -0.623 -1.356
*
```

Below is 2 unconnected molecules or ions with the total composition C6H10O at a distorted geometry, with properties calculated with wB97M-V/def2-TZVPD.

Properties
* HOMO-LUMO gap: 9.9 eV
* LUMO level: 0.9 eV
* energy above the lowest of the compared OMol25 structures with the same formula, charge and spin: 44.91 kcal/mol
* HOMO: -9.1 eV

```
! RIJCOSX wB97M-V def2-TZVPD def2/J DEFGRID3
* xyz 0 1
C -0.006 2.320 -0.420
C 0.224 1.024 -0.261
C 0.003 0.318 1.037
C 0.418 0.865 2.178
C -0.483 -1.084 1.001
C 0.170 -2.090 0.441
H 0.433 2.874 -1.246
H -0.631 2.918 0.222
H 0.728 0.416 -1.003
H 0.421 0.317 3.103
H 0.711 1.909 2.264
H -1.479 -1.338 1.339
H -0.255 -3.082 0.291
H 1.158 -2.057 -0.003
O -0.261 -0.902 -2.908
H -0.950 -1.165 -2.296
H 0.395 -1.599 -2.975
*
```

Below is 2 unconnected molecules or ions with the total composition C11H15N at a distorted geometry, with properties calculated with wB97M-V/def2-TZVPD.

Properties
* HOMO-LUMO gap (spin up / spin down): 9.3 / 6.3 eV
* LUMO level (spin up / spin down): -3.9 / -7.2 eV
* energy above the lowest of the compared OMol25 structures with the same formula, charge and spin: 78.23 kcal/mol
* HOMO (spin up / spin down): -13.2 / -13.5 eV

```
! RIJCOSX wB97M-V def2-TZVPD def2/J DEFGRID3
* xyz 1 2
C 1.646 -0.284 1.479
C -0.368 1.051 0.906
C 0.824 0.461 0.567
C -1.151 1.287 -0.249
C 0.991 0.764 -0.724
C -1.044 1.360 2.074
C -2.256 2.078 2.011
C -3.100 2.071 0.904
C -2.495 1.573 -0.287
N -0.231 0.974 -1.374
H -0.433 1.044 2.985
H -2.765 2.113 3.018
H -4.205 1.970 1.182
H 1.159 -0.284 2.534
H 2.767 0.091 1.549
H 1.910 0.590 -1.167
H -0.268 1.693 -2.228
H -3.199 1.427 -1.077
H 1.793 -1.367 1.311
C 0.511 -2.493 -1.510
C 2.009 -2.108 -1.843
H 0.262 -3.599 -1.740
H 0.515 -2.287 -0.387
H -0.060 -1.999 -2.227
H 2.503 -2.885 -2.437
H 2.460 -2.040 -0.885
H 2.224 -1.201 -2.385
*
```

Below is CH3N3O2S2 in the gas phase at a distorted geometry, with properties calculated with wB97M-V/def2-TZVPD.

Properties
* HOMO-LUMO gap (spin up / spin down): 7.7 / 7.7 eV
* LUMO level (spin up / spin down): -1.0 / -1.0 eV
* energy above the lowest of the compared OMol25 structures with the same formula, charge and spin: 46.76 kcal/mol
* HOMO (spin up / spin down): -8.7 / -8.7 eV

```
! RIJCOSX wB97M-V def2-TZVPD def2/J DEFGRID3
* xyz 0 1
N 1.404 0.941 -0.598
C 1.388 -0.155 0.194
S 2.686 -1.159 0.377
N 0.354 -0.546 0.966
S -1.334 0.557 0.948
N -2.298 -0.145 -0.168
O -1.909 -1.252 -0.456
O -3.301 0.423 -0.546
H 0.630 1.625 -0.702
H 2.339 1.238 -1.040
H 0.040 -1.526 1.025
*
```

What did the eighth record say?
Below is a molecular structure, C39H39AsGe2N3O2SZn at a distorted geometry, with properties calculated with wB97M-V/def2-TZVPD.

Properties
* HOMO-LUMO gap (spin up / spin down): 8.4 / 5.3 eV
* LUMO level (spin up / spin down): 0.3 / -2.9 eV
* energy above the lowest of the compared OMol25 structures with the same formula, charge and spin: 20.47 kcal/mol
* HOMO (spin up / spin down): -8.1 / -8.1 eV

```
! RIJCOSX wB97M-V def2-TZVPD def2/J DEFGRID3
* xyz 0 2
Zn 0.850 -1.524 0.412
S 5.181 -1.963 0.237
C 3.674 -1.599 -0.096
N 2.565 -1.300 -0.379
C 0.089 6.610 -0.562
C 1.274 6.118 -1.087
C 1.563 4.762 -1.015
C 0.672 3.878 -0.414
C -0.530 4.380 0.081
C -0.814 5.736 0.022
As 0.985 1.925 -0.354
C 2.763 1.876 -1.151
C 3.864 2.480 -0.550
C 5.123 2.373 -1.119
C 5.294 1.660 -2.297
C 4.202 1.063 -2.908
C 2.943 1.177 -2.339
C 1.401 1.719 1.552
C 2.512 1.005 2.000
C 2.718 0.794 3.358
C 1.814 1.290 4.285
C 0.702 1.995 3.849
C 0.495 2.203 2.495
H -0.134 7.668 -0.618
H 1.975 6.793 -1.562
H 2.490 4.397 -1.435
H -1.263 3.706 0.504
H -1.748 6.109 0.423
H 3.737 3.032 0.374
H 5.975 2.834 -0.636
H 6.278 1.567 -2.736
H 4.334 0.494 -3.819
H 2.095 0.689 -2.806
H 3.242 0.633 1.295
H 3.590 0.244 3.686
H 1.974 1.129 5.344
H -0.010 2.387 4.566
H -0.383 2.747 2.170
C 2.428 -5.874 1.480
N 1.470 -5.272 0.564
C 0.902 -5.990 -0.456
C 0.052 -5.451 -1.345
C -0.259 -4.029 -1.258
O -1.019 -3.427 -2.006
N 0.384 -3.367 -0.243
C 1.164 -3.936 0.676
O 1.591 -3.239 1.624
H 2.138 -6.901 1.694
H 2.435 -5.294 2.397
H 3.432 -5.859 1.053
H 1.173 -7.037 -0.483
H -0.408 -6.044 -2.119
C -1.601 -1.454 -4.032
Ge -2.088 -0.179 -2.617
C -1.234 1.544 -3.125
C -4.065 0.032 -2.667
Ge -1.485 -0.711 -0.222
C -2.234 0.754 0.897
C -2.315 0.643 2.285
C -2.942 1.620 3.043
C -3.496 2.733 2.426
C -3.416 2.864 1.047
C -2.787 1.883 0.294
C -2.381 -2.276 0.618
C -3.402 -2.946 -0.049
C -3.916 -4.133 0.452
C -3.412 -4.665 1.630
C -2.414 -3.992 2.321
C -1.904 -2.808 1.814
H -1.879 -1.021 -4.995
H -2.119 -2.397 -3.885
H -0.531 -1.651 -4.019
H -1.479 1.757 -4.167
H -0.151 1.466 -3.036
H -1.555 2.388 -2.515
H -4.345 0.365 -3.667
H -4.432 0.751 -1.937
H -4.547 -0.927 -2.479
H -1.895 -0.222 2.785
H -3.007 1.513 4.119
H -3.988 3.493 3.019
H -3.839 3.733 0.557
H -2.730 1.990 -0.782
H -3.775 -2.543 -0.983
H -4.697 -4.654 -0.087
H -3.791 -5.605 2.010
H -2.017 -4.402 3.242
H -1.103 -2.311 2.355
*
```